(1)
DFT (wB97M-V/def2-TZVPD) results for a structure of composition C4H6IO5V.

```
17
Properties=species:S:1:pos:R:3:forces:R:3
O -0.77174 6.15381 1.77859 0.7 -0.9 0.4
V 0.12319 4.92009 2.20587 -1.5 -1.2 -1.7
O 0.27916 4.90564 3.73416 0.1 0.3 0.9
I -0.66662 2.28070 1.43231 0.5 1.9 0.4
C 1.44121 -0.99365 -1.62694 -0.3 -0.2 0.9
C 0.37662 -0.97924 -0.54158 -0.8 0.6 -0.9
C -1.06953 -1.20056 -1.00874 0.4 0.7 0.2
O -1.51869 -2.29143 -0.24334 -0.5 -0.9 0.6
C -0.59127 -2.66816 0.67490 -0.9 -1.9 1.7
O -0.77037 -3.51813 1.55602 0.7 2.7 -2.9
O 0.52492 -1.96240 0.45096 1.1 -0.8 1.0
H 1.44472 -1.92271 -2.19698 0.0 -0.1 0.1
H 2.38154 -0.85281 -1.09397 0.3 0.0 -0.5
H 1.23450 -0.16979 -2.31004 0.2 0.1 0.1
H 0.34966 -0.00638 -0.05075 0.6 0.0 0.1
H -1.18328 -1.39957 -2.07436 -0.1 0.0 0.1
H -1.58404 -0.29541 -0.68612 -0.7 -0.2 -0.5
```
Forces are in eV/Å.

## Properties
Energy above the lowest of the compared OMol25 structures with the same formula, charge and spin: 12.06 kcal/mol
Gap between HOMO and LUMO: 7.041 eV
Total charge: 0

=====

(2)
DFT (wB97M-V/def2-TZVPD) results for an isolated molecule of C7H5ClFN2P.

```
17
Properties=species:S:1:pos:R:3:forces:R:3
C -0.89966 1.13806 2.53609 0.1 0.0 -0.7
C -0.62876 0.75925 0.12946 -1.0 -0.8 -0.8
C 0.24351 0.38910 -1.06016 0.2 2.5 0.0
C 1.34803 1.26222 1.44014 -1.5 -0.6 1.0
C -0.15788 1.00252 1.34673 2.1 0.7 -0.2
C 1.41385 1.44779 -0.89168 0.3 0.9 -0.3
C 1.82242 2.58250 -1.59602 -0.2 -2.6 0.8
N -1.39090 1.21995 3.56032 -0.7 0.1 1.2
N 1.97560 1.43963 0.36007 1.7 0.4 1.9
F 1.42677 2.72724 -2.83934 -0.4 0.5 -0.7
P 0.44771 -1.58290 -0.93129 1.7 1.7 -0.7
Cl 2.99795 3.80002 -1.11899 -1.1 -1.2 -0.2
H -1.69539 0.69224 -0.08477 0.1 -0.1 0.4
H -0.32547 0.77171 -1.94898 0.5 -1.2 0.4
H 1.78183 1.34388 2.50987 -0.3 -0.2 -2.1
H -0.94483 -1.73665 -1.09911 -0.1 -0.1 1.1
H 0.90364 -1.62151 0.48719 -1.4 0.1 -1.1
```
Forces are in eV/Å.

## Properties
SMILES string: N#CC1=C[C@H](P)/C(=C(\F)Cl)N=C1
Energy above the lowest of the compared OMol25 structures with the same formula, charge and spin: 27.79 kcal/mol
Gap between HOMO and LUMO: 7.998 eV
Total charge: 0

=====

(3)
DFT (wB97M-V/def2-TZVPD) results for a cluster of 7 separate species, C39H81BO14S6 in total.

```
141
Properties=species:S:1:pos:R:3:forces:R:3
C 0.33837 5.10180 3.66113 -0.1 -0.2 0.4
O -0.98298 5.28878 4.11294 -0.3 -0.1 0.1
C -1.60134 6.46876 3.65867 0.4 0.2 -0.4
C -2.45826 6.30110 2.41154 -0.3 0.0 0.9
C -3.23124 5.00606 2.33638 0.2 -0.4 -0.8
C -2.41016 3.75556 2.00388 0.1 0.8 0.1
C -1.29032 3.96092 0.98780 -0.3 -1.1 0.3
B -0.36217 2.69759 0.92564 -0.1 0.4 -0.5
C 1.02674 2.66943 0.21592 -0.3 -0.8 1.0
C 2.02416 1.73071 0.93295 -0.3 0.5 -0.8
C 2.69241 0.74215 -0.00532 0.9 0.4 0.7
C 3.92109 0.13993 0.68220 -0.7 -0.8 0.0
C 3.76809 -1.32573 1.11486 1.0 0.6 -0.7
C 4.24912 -2.25258 0.00374 -0.9 -0.5 1.0
C 4.25407 -3.70025 0.46508 0.4 -0.4 -0.4
C 4.56481 -4.67637 -0.68331 -0.4 0.4 0.4
O 4.06813 -5.99154 -0.57941 0.3 -0.2 0.1
C 2.69149 -6.19118 -0.85775 0.6 0.2 0.6
H 0.57494 5.58809 2.72634 -0.2 0.0 0.0
H 0.48294 4.03660 3.56424 0.1 -0.5 -0.2
H 1.03953 5.42909 4.41796 0.3 0.3 0.3
H -2.17106 6.88544 4.47134 -0.5 -0.1 0.5
H -0.84341 7.20530 3.42868 0.4 0.4 0.0
H -3.18174 7.10159 2.44080 -0.3 0.5 -0.1
H -1.86749 6.48149 1.53524 0.3 -0.1 -0.5
H -3.80956 4.81568 3.22592 -0.2 0.1 0.6
H -3.95496 5.11739 1.54146 -0.4 0.1 -0.4
H -2.00172 3.36852 2.91933 0.2 -0.3 0.4
H -3.08477 3.02262 1.59993 -0.3 -0.6 -0.1
H -1.75439 4.08100 0.01174 0.0 0.1 -0.5
H -0.71025 4.84822 1.16140 0.3 0.4 0.1
H -0.75746 1.68403 1.42710 0.0 -0.1 0.0
H 0.87409 2.23908 -0.76649 -0.3 0.1 -0.6
H 1.43228 3.66009 0.12416 0.3 0.5 -0.3
H 2.80012 2.36531 1.32233 0.4 0.2 0.5
H 1.55382 1.21778 1.75571 -0.1 -0.3 0.5
H 2.01397 -0.02349 -0.33536 -0.4 -0.3 -0.3
H 3.05472 1.31365 -0.84542 -0.2 0.1 -0.6
H 4.12209 0.75962 1.53742 0.4 0.2 0.5
H 4.77808 0.17010 0.02835 0.4 0.2 -0.2
H 4.44209 -1.47378 1.94519 -0.1 -0.3 0.6
H 2.74887 -1.55325 1.37391 -0.4 -0.1 0.4
H 5.25630 -1.97358 -0.24596 0.5 0.2 -0.5
H 3.58576 -2.13769 -0.83863 -0.1 0.1 -0.6
H 5.04049 -3.80030 1.19977 0.2 -0.1 0.5
H 3.34968 -3.97262 0.97475 -0.8 -0.1 0.1
H 4.23980 -4.20097 -1.60093 -0.2 -0.1 -0.6
H 5.63501 -4.76549 -0.70855 0.6 -0.2 -0.3
H 2.12035 -6.11722 0.05708 -0.4 0.3 0.3
H 2.57103 -7.19770 -1.20950 0.0 -0.5 -0.3
H 2.29870 -5.50933 -1.59234 0.2 0.3 -0.1
C 5.24655 -7.67052 3.73822 0.0 0.0 -0.1
C 5.36128 -7.93349 2.23048 0.0 0.0 0.1
C 6.24584 -6.83166 1.64035 -0.2 -0.2 -0.1
S 7.34747 -6.30971 2.95768 -0.1 -0.3 -0.1
O 7.04271 -4.94350 3.30370 0.1 0.1 0.0
O 8.69505 -6.72497 2.65915 0.1 0.2 0.0
C 6.66527 -7.38042 4.22017 -0.3 -0.1 0.2
H 4.81176 -8.51790 4.26573 0.0 0.0 0.0
H 4.60970 -6.80123 3.91362 0.0 0.0 0.0
H 5.82549 -8.90777 2.06557 0.0 0.0 0.0
H 4.38713 -7.94899 1.74580 0.0 0.0 -0.1
H 6.83843 -7.18859 0.80351 0.1 0.1 0.0
H 5.65773 -5.97162 1.33626 0.0 0.0 0.1
H 6.70445 -6.87781 5.18321 0.1 0.1 0.0
H 7.26897 -8.28645 4.24516 0.1 0.0 0.0
C 1.43348 8.20050 -2.05165 0.0 0.1 0.1
C 2.78845 8.45500 -1.38320 0.1 -0.3 0.0
C 2.55679 8.47011 0.13183 0.3 0.2 -0.2
S 1.13505 7.41669 0.42949 0.3 -0.1 -0.3
O 0.05725 8.22426 0.94372 0.0 -0.1 0.2
O 1.55794 6.21296 1.11151 0.0 0.3 -0.2
C 0.80207 7.03968 -1.28556 0.0 0.1 -0.3
H 1.54110 7.96749 -3.10901 0.0 0.0 0.0
H 0.80867 9.09044 -1.96510 0.0 0.0 0.0
H 3.47959 7.64870 -1.64178 -0.1 -0.1 0.0
H 3.22981 9.38348 -1.71685 0.0 0.1 0.0
H 3.40788 8.07845 0.68222 -0.1 -0.1 0.1
H 2.31097 9.46749 0.49074 -0.1 0.0 0.0
H -0.27124 6.94859 -1.43492 0.0 0.0 0.2
H 1.29383 6.09551 -1.51733 0.0 0.0 0.1
C -2.14469 -4.37153 -4.39267 0.1 0.0 -0.1
C -1.15161 -5.01766 -5.36950 -0.1 0.0 0.1
C 0.23363 -4.97975 -4.71467 -0.1 0.0 -0.4
S -0.05352 -4.99736 -2.94072 -0.7 0.1 -0.4
O 0.40460 -3.74576 -2.38643 0.1 -0.2 0.1
O 0.37188 -6.26064 -2.40155 0.0 -0.2 0.2
C -1.84092 -4.98404 -3.03088 -0.2 0.2 -0.2
H -3.17574 -4.55247 -4.68654 0.0 0.0 0.1
H -1.98879 -3.29158 -4.35903 0.0 0.0 0.0
H -1.44350 -6.05395 -5.54790 0.0 0.0 0.0
H -1.14266 -4.51053 -6.33251 0.0 0.0 0.0
H 0.83825 -5.84109 -4.98414 0.1 0.0 0.1
H 0.76745 -4.06249 -4.95344 0.0 0.0 0.1
H -2.24940 -4.41560 -2.20124 0.1 0.0 0.1
H -2.18197 -6.01667 -2.97985 0.1 0.0 0.1
C -5.67093 -5.35886 1.05350 0.2 0.1 0.0
C -4.61538 -4.39308 1.60971 -0.1 -0.1 0.0
C -4.04189 -3.61092 0.42204 0.2 -0.2 0.3
S -5.34325 -3.55139 -0.81239 -0.3 0.0 0.4
O -4.90342 -4.30324 -1.96391 0.1 0.1 -0.3
O -5.83572 -2.20127 -0.93954 0.1 -0.1 -0.3
C -6.52459 -4.53846 0.09405 0.1 0.0 0.2
H -6.27525 -5.79834 1.84414 0.0 0.0 0.0
H -5.18194 -6.17135 0.51163 -0.1 0.0 0.0
H -5.08542 -3.70354 2.31074 0.0 0.1 0.0
H -3.82878 -4.91890 2.14828 0.0 0.0 0.0
H -3.76747 -2.60025 0.69124 0.1 0.2 -0.1
H -3.18715 -4.12099 -0.01850 0.0 0.0 -0.1
H -7.09803 -5.14280 -0.59288 0.0 0.1 -0.2
H -7.18119 -3.85385 0.63001 0.0 0.0 0.0
C -10.19175 -9.54382 0.28455 0.0 0.1 -0.1
C -10.05966 -9.70742 -1.23593 0.0 0.0 0.1
C -9.20874 -8.53825 -1.75052 -0.3 -0.2 -0.2
S -8.13314 -8.06682 -0.39129 -0.1 -0.4 0.0
O -8.48413 -6.73340 0.03652 0.0 -0.1 0.0
O -6.77183 -8.41273 -0.70677 0.1 0.3 0.1
C -8.78643 -9.23639 0.79375 -0.3 -0.2 0.1
H -10.59847 -10.43703 0.75433 0.0 0.0 0.0
H -10.85988 -8.71057 0.50998 0.0 0.0 0.0
H -9.56063 -10.65186 -1.45831 0.0 0.0 0.0
H -11.03115 -9.72876 -1.72535 0.0 0.0 0.0
H -8.59580 -8.81871 -2.60199 0.1 0.1 0.0
H -9.82026 -7.67515 -2.00354 0.1 0.1 0.1
H -8.76993 -8.79489 1.78691 0.1 0.1 0.0
H -8.15191 -10.12090 0.76578 0.1 0.0 0.0
C 3.57058 14.15001 -0.75066 0.1 -0.1 -0.1
C 4.63682 14.20543 -1.85359 -0.1 0.0 0.0
C 4.38549 13.01873 -2.79408 0.3 0.2 0.1
S 2.62534 12.66871 -2.69734 0.0 0.3 0.0
O 2.44570 11.36292 -2.10557 -0.1 0.1 -0.1
O 1.99371 13.01754 -3.94112 -0.1 -0.2 -0.1
C 2.24418 13.90777 -1.46545 0.1 0.1 0.3
H 3.54523 15.06674 -0.16530 0.0 0.0 0.0
H 3.78416 13.32248 -0.07128 0.0 0.0 0.0
H 4.53970 15.14058 -2.40696 0.0 0.0 0.0
H 5.64400 14.17245 -1.44325 0.0 0.0 0.0
H 4.64133 13.24835 -3.82415 -0.1 -0.1 -0.1
H 4.91973 12.12819 -2.47031 -0.1 -0.1 0.0
H 1.45758 13.53999 -0.81154 -0.1 -0.1 -0.1
H 1.90820 14.80000 -1.99123 0.0 0.0 -0.1
```
Forces are in eV/Å.

## Properties
SMILES string: COCCCCCBCCCCCCCCOC.O=S1(=O)CCCC1.O=S1(=O)CCCC1.O=S1(=O)CCCC1.O=S1(=O)CCCC1.O=S1(=O)CCCC1.O=S1(=O)CCCC1
Gap between HOMO and LUMO: 9.053 eV
Total charge: 0

=====

(4)
DFT (wB97M-V/def2-TZVPD) results for an isolated molecule of C6H9NS.

```
17
Properties=species:S:1:pos:R:3:forces:R:3
C -0.25414 -0.78888 0.47784 -0.6 -0.5 0.4
C 0.44505 -0.03120 1.59069 -1.7 -0.5 0.1
C -0.37035 0.72871 0.50956 1.5 -1.3 0.7
C 0.44402 1.19807 -0.69762 -1.2 0.5 -0.3
C 0.93052 -0.06098 -1.35316 0.6 0.3 -0.9
C 0.58435 -1.16176 -0.70744 -0.4 0.7 0.6
H -1.07244 -2.50866 1.20128 -0.3 0.3 -0.2
H -1.89970 -1.86660 -0.11808 0.7 0.3 1.5
H 0.02058 -0.20876 2.59630 -0.1 0.5 -0.7
H 1.50442 0.01560 1.63237 0.8 0.1 -0.4
H -1.28420 1.18362 0.84207 -0.2 0.2 -0.2
H 1.29520 1.83847 -0.46150 -0.2 0.2 0.0
H -0.61783 3.32914 -1.24040 -0.1 -0.9 -0.5
H 1.52996 0.03980 -2.25632 0.0 -0.3 0.2
H 0.84019 -2.19091 -0.90348 0.1 0.0 -0.2
N -1.41116 -1.63289 0.79296 0.1 -0.1 -1.1
S -0.68446 2.11723 -1.90507 0.8 0.6 1.0
```
Forces are in eV/Å.

## Properties
SMILES string: N[C@@]12C=C[C@@H](S)[C@@H]1C2
Energy above the lowest of the compared OMol25 structures with the same formula, charge and spin: 34.01 kcal/mol
Gap between HOMO and LUMO: 9.960 eV
Total charge: 0

=====

LUMO energy across the listed records, respectively: -0.1068, -0.0294, 0.0150, 0.0328 Ha.
HOMO across the listed records, respectively: -9.95, -8.80, -8.65, -9.07 eV.
Maximum force across the listed records, respectively: 4.04, 2.71, 1.43, 2.13 eV Å⁻¹.